[1]
{
  "formula": "C21H19N2O2Sn",
  "method": "the ωB97M-V functional and the def2-TZVPD basis",
  "symbols": ["Sn", "O", "C", "C", "C", "C", "C", "C", "C", "N", "C", "C", "N", "C", "C", "C", "C", "C", "C", "C", "O", "H", "H", "H", "H", "H", "H", "H", "H", "H", "H", "H", "H", "H", "H", "C", "C", "C", "C", "C", "H", "H", "H", "H", "H"],
  "xyz": [[-0.015, 0.465, 0.204], [-1.051, -0.248, 1.682], [-2.326, -0.719, 1.471], [-3.359, -0.162, 2.205], [-4.650, -0.646, 2.072], [-4.931, -1.699, 1.204], [-3.901, -2.263, 0.483], [-2.599, -1.766, 0.594], [-1.537, -2.351, -0.203], [-0.490, -1.700, -0.526], [0.608, -2.351, -1.215], [1.816, -2.079, -0.351], [1.911, -0.630, -0.124], [3.101, -0.164, 0.091], [3.477, 1.150, 0.489], [4.840, 1.402, 0.763], [5.242, 2.625, 1.225], [4.278, 3.622, 1.429], [2.943, 3.395, 1.165], [2.535, 2.160, 0.675], [1.249, 1.978, 0.332], [-3.125, 0.641, 2.891], [-5.448, -0.196, 2.649], [-5.941, -2.068, 1.098], [-4.097, -3.080, -0.204], [-1.632, -3.397, -0.503], [0.715, -1.903, -2.204], [0.466, -3.427, -1.329], [2.721, -2.483, -0.805], [1.678, -2.568, 0.617], [3.927, -0.870, -0.009], [5.561, 0.604, 0.623], [6.284, 2.818, 1.438], [4.583, 4.587, 1.814], [2.195, 4.163, 1.307], [-1.606, -0.183, -2.849], [-2.586, 0.241, -1.917], [-2.075, 1.283, -1.183], [-0.681, 1.518, -1.670], [-0.453, 0.567, -2.707], [-1.760, -0.958, -3.589], [-3.584, -0.161, -1.836], [-2.590, 1.900, -0.459], [-0.122, 2.429, -1.508], [0.429, 0.524, -3.328]],
  "nbo_charge": [2.273, -0.857, 0.344, -0.255, -0.144, -0.228, -0.138, -0.205, 0.223, -0.524, -0.247, -0.235, -0.595, 0.251, -0.272, -0.110, -0.246, -0.115, -0.293, 0.472, -0.878, 0.237, 0.232, 0.234, 0.223, 0.195, 0.228, 0.215, 0.219, 0.214, 0.194, 0.221, 0.236, 0.232, 0.238, -0.223, -0.270, -0.297, -0.494, -0.290, 0.227, 0.237, 0.248, 0.286, 0.238],
  "total_charge": 1,
  "relative_energy_kj_mol": 75.0,
  "max_force_ha_per_bohr": 0.0529
}


[2]
{
  "formula": "C21H19N3O2S",
  "method": "the ωB97M-V functional and the def2-TZVPD basis",
  "symbols": ["C", "C", "C", "C", "C", "C", "O", "N", "C", "C", "C", "C", "C", "C", "S", "C", "O", "N", "C", "C", "C", "C", "C", "N", "C", "C", "C", "H", "H", "H", "H", "H", "H", "H", "H", "H", "H", "H", "H", "H", "H", "H", "H", "H", "H", "H"],
  "xyz": [[-0.843, -5.906, 0.594], [-0.724, -4.463, 0.214], [0.495, -3.952, -0.222], [0.615, -2.627, -0.588], [-0.482, -1.770, -0.507], [-0.268, -0.359, -0.917], [0.494, -0.081, -1.833], [-0.950, 0.558, -0.179], [-0.919, 1.964, -0.165], [-2.032, 2.697, 0.052], [-3.398, 2.295, 0.137], [-4.458, 3.133, 0.390], [-5.704, 2.484, 0.392], [-5.605, 1.153, 0.137], [-3.978, 0.668, -0.112], [0.380, 2.735, -0.166], [0.504, 3.705, 0.563], [1.315, 2.312, -1.024], [2.663, 2.834, -1.016], [3.598, 1.875, -0.322], [4.382, 2.268, 0.754], [5.201, 1.335, 1.369], [5.193, 0.035, 0.889], [4.446, -0.354, -0.131], [3.676, 0.542, -0.720], [-1.705, -2.277, -0.079], [-1.819, -3.610, 0.270], [-0.095, -6.164, 1.342], [-0.673, -6.538, -0.276], [-1.830, -6.126, 0.994], [1.355, -4.602, -0.278], [1.561, -2.235, -0.929], [-1.636, 0.168, 0.457], [-1.872, 3.761, 0.169], [-4.332, 4.185, 0.571], [-6.639, 2.985, 0.573], [-6.384, 0.420, 0.079], [1.132, 1.471, -1.574], [2.985, 2.989, -2.051], [2.646, 3.793, -0.492], [4.348, 3.290, 1.105], [5.825, 1.610, 2.206], [5.808, -0.734, 1.337], [3.085, 0.174, -1.549], [-2.584, -1.650, -0.053], [-2.777, -3.992, 0.591]],
  "nbo_charge": [-0.630, 0.007, -0.202, -0.176, -0.093, 0.675, -0.634, -0.616, 0.075, -0.192, -0.226, -0.226, -0.248, -0.401, 0.400, 0.648, -0.635, -0.617, -0.247, -0.075, -0.157, -0.254, 0.026, -0.418, 0.033, -0.201, -0.220, 0.224, 0.225, 0.216, 0.214, 0.237, 0.411, 0.250, 0.228, 0.229, 0.239, 0.436, 0.210, 0.238, 0.217, 0.219, 0.191, 0.198, 0.211, 0.211],
  "relative_energy_kj_mol": 33.2,
  "smiles": "Cc1ccc(C(=O)N/C(=C\\c2cccs2)C(=O)NCc2cccnc2)cc1",
  "max_force_ha_per_bohr": 0.0212
}


Question: Number 2 is which compound?
Answer: C21H19N3O2S